This record from OMol25 describes C4H9NO in the gas phase. The level of theory is ωB97M-V with the def2-TZVPD basis set.

Geometry as XYZ:
```
15
Properties=species:S:1:pos:R:3:nbo_charge:R:1
C -0.52854 2.06564 0.40053 -0.602
C -0.79327 0.58530 0.15682 -0.524
C 0.38218 -0.27553 0.55329 0.701
O 1.34962 0.07612 1.17798 -0.532
N 0.30410 -1.66863 0.10355 -0.605
C 0.92226 -1.86282 -1.31846 -0.698
H 0.25007 2.43522 -0.27228 0.221
H -1.43824 2.64970 0.23398 0.215
H -0.18909 2.23254 1.42637 0.225
H -1.65220 0.24458 0.75667 0.226
H -1.04593 0.38453 -0.89010 0.243
H -0.64979 -2.02745 0.07543 0.415
H 0.32198 -1.18873 -1.95059 0.134
H 1.91577 -1.40735 -1.19780 0.151
H 0.85107 -2.24311 0.74462 0.429
```

Frontier orbital gap: 7.54 eV
Largest force on an atom: 0.661 eV/Å
E_tot: -287.6989 a.u.
HOMO level: -7.0583 eV
Net charge: 0